(1)
Computed, not measured: a molecular structure, C15H35AgN6O8Pb, with ωB97M-V/def2-TZVPD.

Structure (ORCA input):
```
! RIJCOSX wB97M-V def2-TZVPD def2/J DEFGRID3
* xyz 2 1
Pb -22.174 11.632 -22.055
Ag -24.762 15.962 -17.645
N -23.066 13.559 -19.556
O -23.839 14.165 -18.820
O -23.223 13.637 -20.793
O -21.949 13.180 -19.218
C -24.902 16.878 -21.687
C -25.740 17.485 -20.563
O -25.341 17.396 -19.404
N -26.902 18.067 -20.892
C -27.965 18.624 -20.123
H -25.532 16.721 -22.564
H -24.538 15.939 -21.271
H -24.086 17.473 -22.097
H -27.004 18.148 -21.892
H -28.810 17.955 -19.963
H -28.392 19.452 -20.689
H -27.626 19.050 -19.180
C -25.512 12.320 -24.838
C -25.271 12.135 -23.388
O -24.512 11.249 -22.956
N -26.106 12.893 -22.653
C -26.220 13.042 -21.234
H -26.172 13.100 -25.211
H -25.942 11.401 -25.244
H -24.516 12.277 -25.283
H -26.618 13.549 -23.222
H -25.746 13.966 -20.902
H -25.872 12.218 -20.617
H -27.283 13.285 -21.185
C -19.882 10.992 -16.723
C -19.357 12.425 -16.448
O -18.509 12.616 -15.601
N -19.880 13.390 -17.233
C -19.552 14.798 -17.230
H -20.492 10.665 -15.881
H -19.074 10.305 -16.964
H -20.627 11.025 -17.521
H -20.539 13.108 -17.943
H -18.731 15.058 -17.901
H -19.357 15.216 -16.244
H -20.418 15.343 -17.609
C -22.930 12.516 -15.692
C -23.913 13.493 -15.188
O -24.084 14.606 -15.680
N -24.716 12.969 -14.262
C -25.961 13.648 -13.939
H -21.936 12.812 -15.351
H -22.837 12.550 -16.776
H -23.135 11.514 -15.320
H -24.424 12.128 -13.793
H -26.290 14.216 -14.808
H -25.800 14.436 -13.200
H -26.791 13.062 -13.550
C -17.958 13.793 -22.602
C -19.381 14.232 -22.374
O -20.270 13.385 -22.265
N -19.659 15.549 -22.459
C -20.883 16.231 -22.081
H -17.603 13.369 -21.663
H -17.336 14.599 -22.983
H -18.083 12.957 -23.290
H -18.842 16.141 -22.421
H -20.798 16.572 -21.046
H -21.789 15.644 -22.206
H -20.876 17.226 -22.528
*
```

Computed properties:
- Frontier orbital gap: 5.285 eV



(2)
Computed, not measured: a molecular structure, C15H35BBrCl2F4OsSSi, with ωB97M-V/def2-TZVPD.

Structure (ORCA input):
```
! RIJCOSX wB97M-V def2-TZVPD def2/J DEFGRID3
* xyz 3 5
Os 0.146 0.419 -0.276
Cl 0.304 1.144 -2.542
C 1.440 2.498 -2.097
Cl 1.633 2.351 -0.310
H 0.985 3.451 -2.348
H 2.396 2.336 -2.582
F 0.079 -2.615 2.550
B 0.515 -1.620 3.341
F 0.315 0.044 1.600
F 1.804 -1.448 3.478
F -0.371 -0.934 4.026
C -2.469 1.035 2.082
S -1.830 1.896 0.643
C -3.213 1.795 -0.503
H -2.843 0.050 1.812
H -3.271 1.647 2.491
H -1.663 0.950 2.805
H -4.099 2.164 0.011
H -3.375 0.772 -0.836
H -2.999 2.442 -1.351
C -1.949 -7.381 1.458
C -1.336 -5.995 1.499
C -2.275 -4.867 1.852
C -0.047 -5.914 2.278
Si -0.828 -5.752 -0.538
Br -0.901 -1.741 -0.585
C 0.975 -5.892 -0.964
C 1.409 -7.357 -0.713
C 1.130 -5.567 -2.470
C 1.856 -4.907 -0.165
C -2.298 -5.769 -1.707
C -2.265 -7.231 -2.218
C -3.660 -5.424 -1.102
C -2.015 -4.756 -2.845
H -2.245 -7.582 2.499
H -1.246 -8.167 1.169
H -2.851 -7.454 0.853
H -2.488 -5.014 2.922
H -3.225 -4.896 1.332
H -1.816 -3.882 1.753
H -0.335 -6.204 3.300
H 0.357 -4.905 2.327
H 0.719 -6.621 1.968
H 0.885 -8.067 -1.357
H 1.300 -7.679 0.322
H 2.473 -7.417 -0.957
H 0.557 -6.229 -3.118
H 2.186 -5.733 -2.698
H 0.897 -4.529 -2.703
H 2.012 -5.217 0.863
H 1.469 -3.885 -0.172
H 2.835 -4.894 -0.649
H -2.540 -7.959 -1.452
H -1.308 -7.522 -2.659
H -3.015 -7.292 -3.013
H -3.971 -6.105 -0.311
H -4.400 -5.519 -1.901
H -3.702 -4.395 -0.746
H -1.175 -5.036 -3.471
H -1.875 -3.737 -2.485
H -2.910 -4.763 -3.472
*
```

Computed properties:
- ⟨S²⟩: 6.02
- Frontier orbital gap (spin up / spin down): 6.365 / 4.317 eV



(3)
Computed, not measured: a molecular structure, C15H35ClN5O5Pt, with ωB97M-V/def2-TZVPD.

Structure (ORCA input):
```
! RIJCOSX wB97M-V def2-TZVPD def2/J DEFGRID3
* xyz 0 4
Pt 0.114 0.490 0.752
Cl 1.014 1.513 2.797
C -3.777 1.258 2.673
C -2.999 0.178 2.057
O -1.841 0.364 1.657
N -3.551 -1.077 1.936
C -2.958 -2.226 1.427
H -4.703 0.888 3.114
H -4.125 2.073 2.038
H -3.262 1.689 3.531
H -4.546 -1.239 1.994
H -3.680 -2.935 1.023
H -2.514 -2.675 2.316
H -2.203 -1.931 0.699
C -3.357 0.262 -1.597
C -1.953 -0.328 -1.838
O -1.008 -0.067 -1.071
N -1.878 -1.157 -2.894
C -0.645 -1.937 -3.304
H -3.842 0.483 -2.548
H -3.245 1.068 -0.871
H -3.966 -0.400 -0.981
H -2.601 -1.207 -3.598
H -0.111 -2.523 -2.556
H 0.177 -1.302 -3.636
H -0.838 -2.612 -4.138
C -1.253 3.310 -2.152
C -0.039 3.201 -1.230
O -0.132 2.464 -0.237
N 1.081 3.814 -1.535
C 2.288 3.841 -0.687
H -1.908 4.026 -1.655
H -1.840 2.392 -2.139
H -1.092 3.537 -3.205
H 1.003 4.416 -2.342
H 2.293 3.115 0.126
H 2.172 4.763 -0.118
H 3.146 3.838 -1.360
C -0.086 -2.264 3.853
C 0.580 -2.431 2.491
O 0.242 -1.579 1.632
N 1.411 -3.434 2.289
C 2.006 -3.779 0.966
H -0.724 -3.090 4.167
H -0.621 -1.314 3.867
H 0.702 -2.222 4.604
H 1.596 -4.020 3.091
H 2.937 -4.326 1.112
H 2.352 -2.935 0.371
H 1.474 -4.509 0.357
C 4.261 0.363 0.838
C 3.321 0.350 -0.334
O 2.105 0.398 -0.153
N 3.964 0.399 -1.497
C 3.254 0.780 -2.751
H 3.795 0.681 1.770
H 5.077 1.038 0.575
H 4.663 -0.606 1.131
H 4.970 0.411 -1.406
H 3.228 -0.101 -3.392
H 3.787 1.546 -3.314
H 2.285 1.277 -2.715
*
```

Computed properties:
- ⟨S²⟩: 3.75
- Frontier orbital gap (spin up / spin down): 1.909 / 8.368 eV



(4)
Computed, not measured: 4 unconnected molecules or ions with the total composition C15H35FN3O7P2S4, with ωB97M-V/def2-TZVPD.

Structure (ORCA input):
```
! RIJCOSX wB97M-V def2-TZVPD def2/J DEFGRID3
* xyz 1 1
N 0.637 4.185 -0.191
C -0.220 3.707 -1.297
C -1.426 2.845 -0.834
O -1.477 2.823 0.573
C -1.545 1.427 -1.431
N -0.318 0.883 -2.043
C -0.062 1.009 -3.286
C 1.278 0.449 -3.635
C 1.936 0.581 -2.240
C 3.199 -0.259 -2.196
O 3.155 -1.413 -2.562
N 4.455 0.325 -1.795
C 4.334 1.278 -0.763
O 3.935 2.409 -0.837
F 4.690 0.750 0.401
C 0.743 0.120 -1.329
P 0.194 -1.692 -1.544
O -1.086 -1.971 -0.895
P 0.974 0.518 0.486
S 0.296 -0.797 1.719
H 1.233 4.892 -0.604
H 1.292 3.452 0.043
H -0.615 4.599 -1.755
H 0.401 3.224 -2.052
H -2.313 3.377 -1.152
H -1.792 1.971 0.883
H -1.880 0.730 -0.665
H -2.312 1.417 -2.187
H -0.759 1.521 -3.918
H 1.779 1.173 -4.270
H 1.293 -0.538 -4.055
H 2.054 1.622 -1.979
H 4.909 0.749 -2.597
H 0.076 -1.889 -2.933
H 1.301 -2.451 -1.136
H 2.360 0.693 0.640
H 0.395 1.785 0.694
C -5.456 -2.141 -1.268
S -5.116 -1.301 0.283
O -3.806 -0.603 0.113
C -4.794 -2.773 1.242
H -5.645 -1.385 -2.028
H -4.594 -2.745 -1.552
H -6.340 -2.767 -1.151
H -3.977 -3.334 0.787
H -5.699 -3.377 1.287
H -4.524 -2.465 2.247
C 8.414 -2.768 -0.718
S 8.424 -1.042 -1.218
O 9.840 -0.627 -1.342
C 7.824 -0.396 0.350
H 8.804 -3.356 -1.545
H 9.049 -2.897 0.158
H 7.392 -3.077 -0.499
H 8.502 -0.690 1.150
H 6.822 -0.780 0.540
H 7.794 0.690 0.277
C -7.019 -1.334 6.292
S -6.862 -0.999 4.536
O -5.947 -2.034 3.978
C -5.899 0.507 4.711
H -7.559 -2.271 6.406
H -6.029 -1.423 6.738
H -7.581 -0.529 6.765
H -4.984 0.294 5.263
H -6.494 1.257 5.231
H -5.653 0.864 3.713
*
```

Computed properties:
- Frontier orbital gap: 5.965 eV